Below is a structure of composition C33H60ClF9LiMgN3NaO11P2S, with properties calculated with ωB97M-V/def2-TZVPD.

Properties
- LUMO: -5.85 eV
- HOMO energy: -8.18 eV
- Charge: +1
- E_tot: -138627.1696 eV

The geometry in XYZ format:
```
123
Properties=species:S:1:pos:R:3:forces:R:3:lowdin_charge:R:1
Cl 2.579841 -4.041282 -1.715423 -0.21 0.11 0.32 0.65
S 4.315668 1.660419 -3.398751 0.54 0.13 0.57 0.39
P 2.594151 2.755011 0.179331 -5.22 -0.35 -0.32 0.96
P 2.657684 0.891104 -2.760741 1.51 0.57 -2.25 0.25
Mg -5.381148 4.153071 -2.613923 -0.90 0.01 -0.13 0.70
Na -4.182527 6.701570 -1.246091 -0.08 -0.12 -0.03 0.49
F -1.208084 1.923648 0.687483 0.50 0.08 0.29 -0.54
F 2.669494 -2.172565 3.169840 0.85 1.73 -0.63 0.12
F 0.978301 -1.621680 4.789417 0.72 -0.35 -0.55 0.13
F 1.796903 1.610855 3.870488 0.38 -0.39 -0.60 0.17
F 3.624502 -5.544973 -5.904979 -0.11 0.39 1.13 -0.48
F -0.181690 -0.216791 3.794496 0.33 0.58 -1.49 0.18
F 3.264249 0.112327 4.521735 -0.05 -0.09 -0.69 0.18
F 0.823877 -2.700981 2.528716 -1.08 1.05 -1.14 0.18
F 1.518502 0.549640 5.678906 0.07 -0.23 -0.18 0.18
O -9.197692 -0.921530 2.722264 0.04 0.15 -0.17 -0.13
O -6.468671 0.878021 -1.100207 0.02 0.23 -0.17 0.02
O 3.079767 3.699625 -1.077168 1.57 0.17 1.47 -0.28
O 1.561375 1.940927 -3.367653 -0.24 -1.40 0.85 -0.21
O 3.388561 -7.937339 -3.806441 0.00 0.55 -0.71 0.12
O 2.524793 -0.516176 -3.598152 -1.18 0.51 0.89 -0.22
O -1.296474 -4.821781 -0.372549 0.37 0.42 -0.05 -0.39
O -2.843086 -1.132684 1.529280 0.61 -0.73 -0.22 -0.14
O 0.689365 -2.700414 -2.852378 0.49 -0.23 1.59 0.06
O 2.972118 3.300156 1.684925 1.49 -0.05 -0.54 -0.25
O 0.674905 6.076408 -0.937119 -0.03 0.23 0.08 -0.14
N 1.908269 -1.100396 1.220367 1.83 -0.42 -0.49 0.01
N 4.316199 -1.859753 1.173247 -0.37 0.82 0.56 0.08
N 2.337147 0.428228 -1.195833 -0.31 -0.43 -0.49 -0.12
C 4.679654 0.935718 -0.150634 0.71 0.49 -0.68 -0.33
C 1.185227 7.135726 -0.134980 0.15 -0.35 -0.15 -0.15
C -3.233300 2.129386 -2.392363 -1.21 0.94 -0.01 -0.10
C -7.338758 0.038968 -1.197852 0.08 -0.08 0.06 -0.50
C -2.367135 1.056798 -2.397816 -0.30 -1.01 -0.41 -0.20
C -3.807040 -1.365354 3.758670 0.40 -0.95 -0.03 -0.06
C -2.950084 -0.277769 -2.844116 -0.41 0.40 0.47 -0.01
C 3.102836 0.878865 -0.029724 2.65 0.94 0.96 -0.42
C -0.595115 -0.672857 0.897281 0.58 -0.20 0.48 -0.09
C 1.097174 -2.915724 -1.752236 -0.64 0.45 -1.79 -0.64
C 5.410519 -0.149664 -0.972387 -0.25 -0.49 -0.28 -0.11
C 6.540374 0.487589 1.710815 0.00 0.98 1.62 -0.23
C -0.673881 2.522747 -1.627695 1.22 -0.44 0.15 -0.08
C 1.063164 -0.698302 3.774122 -1.01 -0.36 2.50 -0.29
C 2.979425 -2.058005 0.715709 1.17 -0.85 -1.15 -0.19
C 0.451466 -2.487452 -0.432319 1.08 -0.90 -0.41 -0.12
C -7.457956 -1.082971 -0.202835 0.23 0.20 0.07 -0.01
C -8.346710 0.075166 -2.320332 0.18 0.26 -0.07 -0.02
C -1.521675 -1.717871 1.501709 -1.15 -0.18 0.84 -0.18
C 2.559639 0.266662 1.282720 -1.40 1.05 0.28 -0.06
C -1.529567 3.580313 -1.639832 -0.61 1.39 0.01 -0.07
C 1.970887 0.408061 4.426613 -0.62 0.96 1.22 -0.53
C -0.139456 0.012589 -1.961477 -1.07 0.09 0.23 -0.09
C 1.569394 -1.582323 2.578861 0.07 -2.65 2.06 -0.33
C 5.402484 1.395597 1.163402 0.29 -0.89 0.27 -0.16
C 6.587945 0.676376 3.267490 -0.44 0.19 -0.53 -0.09
C -2.847065 3.395288 -2.004952 0.56 -0.54 -0.13 -0.18
C -1.049483 1.238481 -1.998902 -0.16 0.18 -0.48 -0.16
C 0.745721 -1.111119 0.208270 -2.34 0.23 -1.55 -0.21
C 3.101934 -6.733470 -3.663526 -0.69 -1.24 4.19 -0.26
C -8.929219 0.478132 2.777708 -0.09 -0.31 0.34 -0.15
C -3.674912 -1.966292 2.328190 -1.07 1.26 0.52 -0.25
C 0.918242 0.067812 -0.845144 0.02 1.20 1.16 -0.19
Li 4.514446 -4.012838 -6.995191 -0.62 -1.08 0.79 0.90
H 0.580434 -3.353197 0.225076 -0.29 0.31 0.15 0.11
H -0.605271 -2.528846 -0.715878 0.16 -0.06 0.22 0.11
H 3.269637 0.252057 2.106997 0.28 -0.02 -0.48 0.11
H -4.035988 -0.220147 -2.699562 0.17 -0.08 -0.14 0.07
H -9.354511 0.169407 -1.913489 -0.03 -0.19 -0.04 0.09
H 0.391444 7.863297 0.019006 -0.01 -0.02 -0.02 0.07
H -1.337848 -2.004202 2.547924 0.49 0.20 -0.29 0.11
H -3.430931 -0.340630 3.789093 -0.16 -0.09 -0.15 0.08
H -8.145315 0.932201 -2.961372 0.00 -0.01 0.01 0.07
H 6.427112 -0.580610 1.546131 0.15 0.19 -0.46 0.07
H -8.038444 0.661041 3.383629 0.00 0.21 -0.07 0.08
H -3.350624 -3.012016 2.352665 0.06 0.15 -0.15 0.12
H -6.673411 -0.986667 0.545225 -0.01 0.02 -0.02 0.08
H 2.169708 3.729979 2.009249 -0.02 -0.05 -0.03 0.06
H -4.282554 1.968014 -2.672675 0.13 -0.32 0.03 0.05
H 3.863842 4.247755 -0.888378 0.21 -0.23 -0.47 0.08
H 4.719118 1.586337 1.999683 -0.14 -0.14 -0.32 0.07
H -8.426979 -1.035959 0.296424 -0.04 -0.23 -0.07 0.07
H -4.848968 -1.400939 4.091251 0.16 0.11 -0.01 0.06
H -7.343843 -2.043101 -0.708694 -0.20 -0.03 0.01 0.10
H -1.250856 -0.122044 0.208756 0.46 -0.03 -0.05 0.12
H 5.989624 -0.888514 -0.421958 -0.11 0.28 0.19 0.05
H 0.144379 -0.284631 -2.971538 0.45 0.00 0.28 0.11
H -2.628774 -1.112527 -2.212059 0.08 0.02 -0.37 0.08
H 4.845592 1.828730 -0.767655 -0.37 -0.37 -0.24 0.05
H -8.755735 0.838955 1.766347 0.00 -0.06 -0.01 0.07
H 1.390245 5.443445 -1.061157 -0.11 -0.19 -0.11 0.04
H -3.221635 -1.974668 4.461039 -0.10 0.29 0.04 0.06
H 6.078244 0.298423 -1.712697 -0.11 0.08 0.23 0.05
H -9.785569 1.003775 3.207378 0.09 0.18 -0.05 0.08
H 5.895556 2.366606 1.022691 -0.33 -0.09 -0.22 0.12
H 0.349337 2.710062 -1.321951 -0.23 -0.03 0.07 0.06
H 4.550830 -1.378161 2.017393 0.03 -0.47 0.22 0.07
H -0.319260 0.172522 1.543960 -0.56 -0.20 0.14 0.10
H 3.195823 -6.054554 -4.668936 0.88 1.40 -3.29 0.13
H 5.916495 -0.056773 3.734051 0.37 0.05 0.17 0.06
H 4.680449 -0.712804 -1.571247 0.18 0.05 0.10 0.05
H 1.512922 6.754506 0.836511 0.01 0.16 0.06 0.07
H -3.551694 4.236216 -1.984819 0.97 -0.27 0.22 -0.15
H 3.039923 -1.849234 -0.358567 -0.55 -0.21 0.16 0.09
H 7.503997 0.864921 1.356444 -0.16 -0.49 -0.44 0.11
H 6.182243 1.658300 3.543627 0.22 -0.09 -0.06 0.07
H -1.631954 -2.669419 0.956513 0.54 0.20 -0.15 0.11
H 0.564258 0.955097 -0.278704 0.07 -0.32 0.11 0.09
H 1.746363 0.936937 1.625063 0.02 -0.29 -0.14 0.12
H 2.048616 -6.478291 -3.376805 -0.40 -0.09 -1.21 0.12
H 1.215987 1.615460 -4.208184 -0.25 0.23 0.05 0.09
H -0.855734 -0.758608 -1.670104 0.50 -0.15 -0.14 0.09
H -4.681188 -1.922240 1.892155 0.29 -0.18 -0.22 0.10
H 2.438514 -0.283752 -4.531156 0.26 -0.17 -0.05 0.07
H 5.034895 -2.359719 0.689828 -0.04 0.03 -0.04 0.10
H -1.210298 4.576190 -1.342625 0.28 -0.25 0.07 0.09
H -9.345184 -1.215367 3.625072 -0.02 -0.12 -0.04 0.08
H 2.023935 7.624264 -0.637726 -0.01 0.13 0.12 0.08
H 3.731746 -6.125413 -2.970751 0.87 0.09 -0.83 0.07
H -2.773141 -0.466491 -3.908165 0.20 -0.21 0.22 0.09
H -8.273003 -0.835188 -2.916828 -0.16 -0.06 0.09 0.09
H 7.601912 0.625603 3.668352 -0.19 -0.33 0.05 0.07
H 2.683820 -3.097304 0.889419 -0.67 0.40 -0.01 0.12
H -0.563763 -5.109021 -0.933602 -0.13 -0.26 -0.04 -0.13
```
Forces are in eV/Å.